Density functional theory data (ωB97M-V/def2-TZVPD) for a molecular structure, C25H46Br4LiN7NaO8P at a distorted geometry.

The HOMO energy is -0.2210 hartree. The LUMO energy is -3.86 eV. Its energy relative to the best compared isomer or geometry (same formula, charge and spin) is 0.0 kJ/mol.

Last column: Löwdin charge in e.
CARTESIAN COORDINATES (ANGSTROEM)
C (-2.48840, 0.45169, 0.51294)  -0.049
C (-2.36125, 0.93270, -0.94763)  -0.248
O (-1.27768, 0.34653, -1.65442)  -0.147
C (-1.44761, -1.02032, -1.91604)  -0.217
C (-2.14606, -1.34539, -3.26623)  -0.213
C (-2.71339, -0.15674, -3.91265)  -0.191
N (-3.07563, 0.73691, -4.53708)  0.196
C (-3.27030, -2.41086, -3.12903)  -0.251
C (-2.79188, -3.61089, -2.42344)  -0.190
N (-2.49167, -4.45822, -1.70373)  0.163
C (-4.56213, -1.82259, -2.52624)  -0.173
C (-5.42358, -2.83214, -1.73995)  -0.189
C (-6.80648, -2.23044, -1.44217)  -0.302
C (-6.85996, -0.71885, -1.37285)  -0.331
N (-8.20302, -0.27454, -0.92232)  -0.006
H (-3.40722, -0.12531, 0.63560)  0.067
H (-1.68420, -0.26747, 0.68674)  0.040
H (-2.42995, 1.26854, 1.22433)  0.074
H (-2.13979, 2.00049, -0.91775)  0.119
H (-3.30782, 0.86222, -1.49079)  0.102
H (-1.96149, -1.56692, -1.12024)  0.078
H (-0.44232, -1.44458, -1.96903)  0.103
H (-1.40778, -1.77212, -3.94756)  0.149
H (-3.49721, -2.73261, -4.15022)  0.160
H (-4.24219, -1.07113, -1.79833)  0.092
H (-5.14848, -1.36492, -3.32057)  0.092
H (-5.50259, -3.73926, -2.33976)  0.113
H (-4.90185, -3.01625, -0.79674)  0.104
H (-7.21773, -2.59841, -0.49436)  0.097
H (-7.50011, -2.53942, -2.24780)  -0.085
H (-6.13104, -0.28852, -0.67323)  0.104
H (-6.69772, -0.26984, -2.35211)  0.069
H (-8.64321, 0.24050, -1.67581)  0.049
H (-8.10407, 0.38958, -0.16567)  0.008
C (-10.74709, 1.47203, 2.37690)  -0.012
C (-11.39345, 1.25385, 3.52107)  0.036
C (-10.68716, 1.41211, 4.83074)  -0.363
O (-11.27665, 1.21402, 5.86404)  0.149
C (-9.26169, 1.81315, 4.79468)  0.047
C (-8.62455, 2.02721, 3.64454)  0.053
C (-9.31276, 1.87738, 2.34427)  -0.348
O (-8.75521, 2.06651, 1.29078)  0.136
H (-11.22060, 1.37675, 1.41202)  0.070
H (-12.44160, 0.95895, 3.57001)  0.128
H (-8.77444, 1.91952, 5.75486)  0.135
H (-7.58209, 2.31849, 3.60170)  0.136
Na (-12.32672, 0.11892, 1.26440)  0.820
C (1.12164, -2.73147, 1.61653)  -1.587
Br (-0.36670, -3.37462, 0.58566)  0.649
Br (2.68542, -3.82267, 1.40575)  0.645
Br (1.52293, -0.88974, 1.19876)  0.631
H (0.83906, -2.75564, 2.66041)  -0.009
N (4.55209, -0.29396, 3.00818)  -0.661
O (4.04730, -1.15713, 3.75935)  -0.106
O (4.62470, 0.88997, 3.36774)  -0.061
O (4.97646, -0.63335, 1.87292)  -0.139
Li (2.84530, -1.32304, -0.89961)  0.715
C (-5.73094, 4.44578, 0.02254)  -0.147
O (-5.98868, 3.65753, 1.18255)  -0.140
H (-4.68816, 4.30711, -0.24933)  0.076
H (-6.36151, 4.12488, -0.81002)  0.080
H (-5.90805, 5.50495, 0.22594)  0.076
H (-6.91170, 3.77976, 1.41694)  0.037
Br (-8.03905, -2.01338, -4.35217)  -0.428
O (7.56819, 0.20488, -0.17624)  -0.295
P (9.02041, 0.45988, -0.41378)  0.680
N (9.65267, -1.13853, -0.25752)  -0.299
C (10.92702, -1.48742, 0.32952)  -0.127
C (9.17772, -2.08961, -1.25786)  -0.139
N (9.32473, 1.41958, 1.01113)  -0.300
C (10.28963, 1.04434, 2.03427)  -0.159
C (8.09564, 1.78247, 1.74217)  -0.134
N (10.30494, 1.16216, -1.26972)  -0.305
C (10.69044, 0.55626, -2.54228)  -0.130
C (11.30939, 2.08395, -0.76245)  -0.122
H (11.80432, -1.07581, -0.19655)  0.077
H (11.04934, -2.57090, 0.33000)  0.079
H (10.99009, -1.18632, 1.37073)  0.048
H (9.50700, -1.84997, -2.27798)  0.057
H (8.08558, -2.09985, -1.27133)  0.070
H (9.51092, -3.10212, -1.03222)  0.077
H (10.03165, 0.10257, 2.53364)  0.082
H (10.30262, 1.81718, 2.80661)  0.081
H (11.32217, 0.99378, 1.68802)  0.059
H (7.69528, 0.93977, 2.31405)  0.086
H (7.31095, 2.15203, 1.09285)  0.072
H (8.32087, 2.57343, 2.46257)  0.079
H (11.18952, -0.41110, -2.42019)  0.069
H (11.39313, 1.18845, -3.08283)  0.076
H (9.82398, 0.42055, -3.19242)  0.081
H (12.09688, 1.55183, -0.22220)  0.073
H (10.87456, 2.85903, -0.13943)  0.081
H (11.80013, 2.60420, -1.58859)  0.077

---

Density functional theory data (ωB97M-V/def2-TZVPD) for a molecular structure, C25H46Cl2MnN3O6Si at a distorted geometry.

As for the total charge: -1. As for the expectation value of S²: 8.7572. The HOMO energy (alpha / beta) is -0.1260 / -0.1613 hartree. The LUMO energy (alpha / beta) is 2.50 / 2.50 eV. As for the spin multiplicity: 6. Its energy relative to the best compared isomer or geometry (same formula, charge and spin) is 0.0 kJ/mol.

Last column: Mulliken spin population.
CARTESIAN COORDINATES (ANGSTROEM)
C (3.25778, -2.38872, -6.35740)  0.000
C (2.66315, -1.66253, -7.51126)  0.002
H (2.99177, -3.44973, -6.40690)  -0.001
H (2.90111, -1.97791, -5.40711)  0.006
H (4.35462, -2.31852, -6.37290)  0.000
C (2.70018, -2.17747, -8.76580)  -0.001
C (3.29794, -3.50063, -9.09122)  0.000
H (2.34528, -1.60526, -9.61660)  0.000
H (2.89746, -4.30620, -8.46063)  0.000
H (4.39299, -3.51299, -8.99043)  0.000
H (3.07556, -3.74497, -10.13566)  0.000
Mn (1.41066, 0.86921, -2.60170)  4.874
Cl (2.73848, 2.31528, -3.73191)  0.088
C (-0.11989, 3.19376, -2.32192)  0.021
O (-0.33126, 1.94672, -2.35069)  -0.087
N (-1.01481, 4.08613, -2.74569)  0.005
C (-2.38349, 3.64293, -2.99964)  0.004
C (-0.54686, 5.32947, -3.35363)  0.000
H (0.83699, 3.59154, -1.96102)  -0.004
H (-2.81400, 3.23963, -2.07365)  -0.001
H (-2.42375, 2.87143, -3.78241)  0.000
H (-2.95424, 4.51880, -3.31724)  -0.001
H (0.30700, 5.71191, -2.78241)  0.001
H (-1.35762, 6.06266, -3.34442)  0.000
H (-0.22442, 5.17142, -4.39651)  0.000
H (-2.80156, 2.23779, 1.96980)  0.000
H (-1.69688, 1.77412, 4.22621)  0.000
C (-2.77861, 1.15393, 1.78475)  0.000
C (-1.67812, 0.70838, 3.95121)  0.000
N (-1.66709, 0.56673, 2.50559)  0.000
H (-2.65676, 0.94462, 0.72000)  0.000
C (-0.70679, -0.14358, 1.87182)  0.004
O (-0.63340, -0.28517, 0.64731)  0.017
H (-0.77680, 0.23606, 4.36158)  0.000
H (0.01399, -0.59552, 2.58773)  0.000
H (-3.72430, 0.72880, 2.15353)  0.000
H (-2.56824, 0.22201, 4.38310)  0.000
H (0.22638, -4.71234, -0.00786)  0.000
H (0.59080, -3.39340, -2.94669)  0.000
C (-0.68886, -4.87038, -0.59638)  0.000
C (-0.39140, -3.89428, -2.87367)  0.003
N (-0.92836, -3.78086, -1.52633)  -0.001
H (-1.52808, -4.94590, 0.10562)  0.000
C (-1.60476, -2.66422, -1.13049)  0.000
O (-2.01439, -1.78566, -1.87083)  -0.001
H (-1.06361, -3.43458, -3.61124)  -0.001
H (-1.76218, -2.63839, -0.02903)  0.000
H (-0.58270, -5.79355, -1.17436)  0.000
H (-0.26143, -4.95982, -3.09777)  0.000
O (1.13096, -0.37973, -6.18617)  -0.003
C (2.09613, -0.27211, -7.22925)  0.001
C (0.61170, -0.02360, -9.28344)  0.000
C (1.57590, 0.50297, -8.42237)  -0.002
H (0.26553, -1.05233, -9.15018)  0.000
C (0.06955, 0.77554, -10.29748)  0.000
H (2.95681, 0.27484, -6.80816)  0.000
C (2.06422, 1.79965, -8.60971)  0.000
H (-0.71071, 0.35931, -10.94400)  0.000
C (0.54411, 2.08311, -10.47204)  0.000
C (1.56273, 2.57991, -9.64793)  0.000
H (2.84617, 2.15021, -7.93378)  0.002
H (0.11063, 2.70480, -11.26098)  0.000
H (1.97902, 3.57931, -9.79494)  0.000
Si (-0.42560, 0.16885, -5.82026)  -0.063
Cl (1.62318, -1.26083, -3.61384)  0.078
C (-1.62188, -0.36640, -7.17572)  0.001
C (-0.27520, 2.04229, -5.91753)  0.032
C (-1.32385, -0.46606, -4.31949)  0.031
H (-1.54684, 0.22253, -8.09905)  0.000
H (-2.63606, -0.22634, -6.77094)  0.000
H (-1.49720, -1.43028, -7.42347)  0.000
H (-2.00554, -1.28571, -4.57206)  0.002
H (-1.89616, 0.30882, -3.79764)  -0.007
H (-0.61518, -0.87048, -3.59103)  -0.004
H (-0.11998, 2.33017, -6.96969)  0.000
H (0.59391, 2.39487, -5.34318)  -0.004
H (-1.17817, 2.55632, -5.55674)  0.002
C (2.66270, 0.49136, 1.57003)  0.003
O (2.32680, 0.31292, 0.17057)  -0.012
C (1.64627, 1.23925, -0.48818)  0.004
O (1.27159, 2.29478, 0.01570)  0.010
H (3.75167, 0.57104, 1.62118)  0.002
H (2.32834, -0.42732, 2.05297)  0.000
H (2.18255, 1.37520, 2.00558)  0.000

---

Density functional theory data (ωB97M-V/def2-TZVPD) for 5 unconnected molecules or ions with the total composition C25H46F2N3O9 at a distorted geometry.

As for the total charge: +1. The HOMO energy is -0.3998 hartree. The LUMO energy is -4.78 eV.

Last column: Löwdin charge in e.
CARTESIAN COORDINATES (ANGSTROEM)
O (0.23192, -0.43035, -0.92779)  0.065
C (1.40049, -0.49923, -0.60524)  -0.208
C (1.95269, -1.85434, -0.17931)  -0.048
C (2.87221, -1.80966, 1.01745)  -0.090
C (2.84144, -0.87005, 1.99843)  0.070
N (3.71575, -0.92372, 3.01222)  0.221
C (4.64269, -1.88558, 3.11575)  -0.186
N (5.56369, -1.93066, 4.19684)  0.132
C (5.06115, -2.61878, 5.34276)  -0.440
O (4.75121, -2.15197, 6.40510)  0.225
F (4.97131, -3.90592, 5.07165)  0.185
C (6.13950, -0.65929, 4.50571)  -0.446
O (5.59485, 0.26425, 5.04138)  0.209
F (7.35996, -0.59151, 4.03316)  0.206
C (4.70733, -2.84386, 2.17011)  0.122
C (3.82571, -2.81581, 1.11245)  -0.240
O (3.91445, -3.77669, 0.17880)  -0.022
N (3.38021, -5.12327, 0.63703)  0.125
O (2.37735, -5.04376, 1.17464)  0.175
H (2.06866, 0.37512, -0.65706)  0.142
H (1.10840, -2.50669, -0.01902)  0.140
H (2.57879, -2.18857, -0.99963)  0.137
H (2.13255, -0.06251, 2.00964)  0.147
H (3.69607, -0.19898, 3.72819)  0.185
H (5.44345, -3.62129, 2.22429)  0.158
C (-2.55386, -1.01740, -2.40838)  -0.081
C (-4.04385, -1.31797, -2.31881)  -0.277
O (-4.65286, -0.86904, -1.12276)  -0.155
C (-4.61991, 0.52593, -0.91717)  -0.288
C (-5.35226, 1.32533, -1.98294)  -0.074
H (-2.03458, -1.36992, -1.51973)  0.059
H (-2.13030, -1.50813, -3.28559)  0.078
H (-2.35879, 0.05222, -2.50007)  0.068
H (-4.18629, -2.39918, -2.33353)  0.116
H (-4.57455, -0.92065, -3.19075)  0.101
H (-3.58536, 0.86920, -0.81990)  0.097
H (-5.09917, 0.69217, 0.04910)  0.118
H (-4.85015, 1.26634, -2.94994)  0.068
H (-5.40310, 2.37703, -1.69905)  0.076
H (-6.36636, 0.94643, -2.11335)  0.083
C (-1.45753, 1.68474, 4.38657)  -0.070
C (-0.16884, 2.21851, 3.78692)  -0.286
O (0.14930, 1.65932, 2.52113)  -0.199
C (-0.78114, 1.91631, 1.48082)  -0.266
C (-0.91958, 3.40051, 1.17863)  -0.061
H (-1.45112, 0.59401, 4.40099)  0.083
H (-1.57740, 2.04927, 5.40635)  0.082
H (-2.33116, 2.00248, 3.81645)  0.072
H (0.66606, 1.96125, 4.44128)  0.112
H (-0.19072, 3.31109, 3.72259)  0.110
H (-1.75225, 1.46447, 1.70616)  0.113
H (-0.39482, 1.40203, 0.60063)  0.092
H (-1.39075, 3.93878, 2.00212)  0.072
H (-1.53027, 3.55554, 0.29218)  0.080
H (0.06174, 3.84740, 1.00997)  0.076
C (-5.40917, -3.91449, -6.74847)  -0.077
C (-5.30681, -2.86288, -5.65664)  -0.294
O (-5.09586, -1.55049, -6.14192)  -0.169
C (-6.11950, -1.02682, -6.96880)  -0.279
C (-7.46646, -0.90921, -6.27555)  -0.076
H (-4.55570, -3.84757, -7.42414)  0.083
H (-5.43496, -4.91233, -6.31021)  0.077
H (-6.31386, -3.79147, -7.34549)  0.068
H (-4.44350, -3.08361, -5.02706)  0.108
H (-6.18638, -2.89238, -5.00340)  0.110
H (-6.20706, -1.61420, -7.88925)  0.108
H (-5.77739, -0.03457, -7.26284)  0.118
H (-7.89280, -1.88771, -6.04885)  0.068
H (-8.17381, -0.37975, -6.91364)  0.078
H (-7.36560, -0.36646, -5.33446)  0.077
C (3.77117, 4.33059, 1.24157)  -0.066
C (3.71827, 3.35227, 2.40066)  -0.264
O (4.28655, 2.08199, 2.11062)  -0.196
C (5.66527, 2.08246, 1.77831)  -0.273
C (6.55127, 2.63089, 2.88086)  -0.066
H (3.35405, 3.87957, 0.33999)  0.081
H (3.20255, 5.22792, 1.48216)  0.084
H (4.79326, 4.63740, 1.01434)  0.072
H (2.67561, 3.15302, 2.65189)  0.105
H (4.18136, 3.77960, 3.29521)  0.116
H (5.84757, 2.60570, 0.83463)  0.115
H (5.91267, 1.03083, 1.60100)  0.107
H (6.42332, 3.70280, 3.02993)  0.078
H (7.59932, 2.45361, 2.63890)  0.088
H (6.31466, 2.14037, 3.82314)  0.056

---

What molar mass values result from the calculations? In sequence: 953.2 638.6 570.7 g mol⁻¹.